(1)
{"formula": "C10H20HfN2PS", "method": "wB97M-V/def2-TZVPD", "orbital_gap_ev": [5.355, 5.356], "total_charge": 1, "largest_force_ev_per_a": 4.921, "lumo_ha": [-0.145, -0.145], "de_lowest_kj_mol": 140.6, "molar_mass_g_mol": 409.815, "e_tot_ev": -35093.5817, "elements": ["C", "C", "C", "C", "C", "Hf", "P", "H", "H", "H", "H", "H", "H", "H", "H", "C", "N", "C", "C", "S", "N", "C", "C", "H", "H", "H", "H", "H", "H", "H", "H", "H", "H", "H", "H"], "positions_angstrom": [[0.2865, 0.3560, -3.1238], [-0.1250, -0.2859, -4.2724], [-0.6061, -1.6077, -4.4643], [-0.7945, -2.6414, -3.5075], [-0.6799, -2.5856, -2.1338], [-0.6735, -0.5781, -1.4484], [-0.2641, 2.1618, -0.7984], [0.8537, 1.2857, -3.1992], [-0.0665, 0.2670, -5.2245], [-0.7886, -1.8819, -5.5087], [-0.6351, -3.5020, -1.5405], [-1.0422, -3.6013, -3.9931], [-1.1674, 2.9947, -0.0734], [-0.0608, 3.0620, -1.8808], [0.9386, 2.4545, -0.0768], [2.8272, 0.0961, 1.9475], [1.4119, 0.3071, 2.2615], [1.1206, 1.4948, 3.0777], [0.4848, -0.2568, 1.4550], [1.0998, -1.1084, 0.0406], [-0.8365, -0.1939, 1.7256], [-1.3511, 0.1198, 3.0533], [-1.8381, -0.5496, 0.6815], [3.4073, 0.5331, 2.7582], [3.1107, 0.5717, 0.9984], [3.0458, -0.9762, 1.8912], [0.3396, 2.1300, 2.6338], [0.8553, 1.2030, 4.1022], [2.0395, 2.0884, 3.1480], [-1.5519, 1.1960, 3.1714], [-2.3011, -0.4039, 3.1823], [-0.6638, -0.2315, 3.8301], [-1.9850, 0.3136, -0.0332], [-1.5725, -1.5258, 0.1799], [-2.8176, -0.7053, 1.1406]], "forces_ev_per_a": [[0.4, -0.4, 1.7], [-0.3, -0.4, -1.1], [-0.1, -0.3, 0.4], [-0.2, 0.0, -1.9], [0.3, 1.2, 1.6], [0.4, -0.4, -4.9], [0.1, 1.3, 0.2], [-0.2, -0.1, -0.5], [0.1, -0.1, 0.3], [0.0, 0.1, 0.5], [0.0, -0.1, -0.5], [0.1, 0.3, 0.3], [0.3, 0.0, 0.0], [-0.1, -0.4, 0.3], [-0.5, 0.0, -0.2], [0.4, -0.3, 0.1], [-1.0, 0.0, -0.8], [0.2, 0.2, 0.5], [1.1, 0.0, -0.1], [0.6, -0.2, 1.4], [-0.5, -0.1, -0.9], [-0.6, 0.3, 0.4], [0.0, -0.1, 1.6], [0.0, -0.1, -0.1], [-0.1, -0.1, 0.2], [0.0, 0.3, 0.0], [0.3, -0.3, 0.1], [0.0, 0.3, -0.3], [-0.3, -0.1, -0.2], [0.1, -0.4, 0.1], [0.2, 0.0, 0.0], [-0.2, 0.1, -0.3], [-0.2, -0.3, 0.9], [-0.4, 0.3, 1.0], [0.3, 0.0, 0.0]]}

=====

(2)
{"formula": "C10H20N", "method": "wB97M-V/def2-TZVPD", "orbital_gap_ev": 7.750, "total_charge": 1, "largest_force_ev_per_a": 4.978, "lumo_ha": -0.175, "de_lowest_kj_mol": 196.3, "molar_mass_g_mol": 154.277, "e_tot_ev": -12174.4039, "elements": ["C", "C", "C", "C", "C", "C", "C", "C", "C", "C", "N", "H", "H", "H", "H", "H", "H", "H", "H", "H", "H", "H", "H", "H", "H", "H", "H", "H", "H", "H", "H"], "positions_angstrom": [[-1.6201, 1.7696, 1.2295], [-2.1084, 0.7893, 0.5097], [-3.1072, -1.4844, 0.2985], [-3.4009, 0.3540, -1.4854], [3.0905, -1.0758, -0.0279], [1.2105, -0.3812, -1.4112], [2.7241, 1.4538, -0.3598], [1.3795, -0.4447, 2.0882], [-2.7514, -0.1054, -0.1891], [2.0314, 0.0121, -0.2042], [1.1380, -0.0013, 0.8726], [-0.5631, 1.8321, 1.2884], [-3.9378, -1.5278, 1.0349], [-3.4712, -1.9993, -0.5771], [-2.2789, -2.0803, 0.7900], [-4.3134, 0.8786, -1.3842], [-2.7313, 0.9306, -2.1683], [-3.8812, -0.5501, -2.0551], [3.6241, -1.0979, -0.9714], [3.8775, -0.9854, 0.8099], [2.5278, -1.9938, 0.0793], [0.6038, 0.5617, -1.5783], [0.3818, -1.0365, -1.2045], [1.9363, -0.5444, -2.1449], [3.1656, 1.4056, -1.2980], [2.2128, 2.3587, -0.2316], [3.3985, 1.5136, 0.4703], [-2.1660, 2.4672, 1.8722], [0.5514, -0.4749, 2.7376], [2.3211, -0.9238, 2.4920], [0.1561, 0.3804, 0.7180]], "forces_ev_per_a": [[-0.3, -0.5, 0.1], [-0.3, 0.3, 0.5], [0.3, -0.9, 0.9], [0.1, -2.3, -2.2], [1.1, 0.5, 0.9], [-1.9, 3.5, 1.1], [-0.6, -2.7, 1.8], [0.4, -0.2, -2.2], [-0.7, 0.6, 0.0], [1.8, 0.8, -0.7], [-1.3, -0.3, 4.8], [1.0, 0.9, 0.0], [0.4, 0.5, -0.4], [0.1, -0.6, -0.1], [-0.7, 0.8, -0.8], [-0.7, 1.2, 0.9], [-0.5, -0.6, 0.6], [1.6, 1.2, 0.7], [0.3, -0.2, 0.0], [-1.4, 0.1, -1.2], [0.2, -0.5, 0.1], [0.8, -0.7, -0.8], [0.4, -1.3, -0.2], [0.2, -0.7, -1.8], [1.3, 0.3, -1.5], [-1.9, 0.9, -0.3], [1.1, -0.2, 0.1], [-0.1, -0.5, -0.3], [-0.9, 0.3, 0.8], [-0.9, 0.9, -1.2], [1.3, -0.7, 0.1]]}

=====

(3)
{"formula": "C10H20N2O4", "method": "wB97M-V/def2-TZVPD", "orbital_gap_ev": 10.301, "largest_force_ev_per_a": 2.493, "lumo_ha": 0.022, "de_lowest_kj_mol": 140.4, "molar_mass_g_mol": 232.280, "e_tot_ev": -21864.9694, "elements": ["C", "C", "C", "C", "C", "N", "C", "O", "C", "N", "C", "C", "O", "C", "O", "O", "H", "H", "H", "H", "H", "H", "H", "H", "H", "H", "H", "H", "H", "H", "H", "H", "H", "H", "H", "H"], "positions_angstrom": [[-3.6480, -1.9228, 0.0080], [-2.2565, -1.3018, -0.2300], [-2.2124, 0.2064, 0.0488], [-3.4611, 0.9678, -0.4875], [-0.9148, 0.8064, -0.4559], [0.2386, -0.0867, -0.3959], [1.3856, 0.3234, -0.9255], [1.5558, 1.4021, -1.4788], [2.5687, -0.6142, -0.7757], [3.7707, -0.2524, -1.4878], [2.8911, -0.7758, 0.7827], [3.1810, 0.5186, 1.5169], [1.8631, -1.5539, 1.3961], [-0.6037, 1.9955, 0.5684], [-0.9723, 1.9699, 1.6983], [0.2486, 2.9274, 0.1828], [-4.2583, -1.4792, 0.9201], [-4.3654, -1.7577, -0.8297], [-3.6041, -3.0113, 0.1833], [-1.5764, -1.8990, 0.4054], [-1.9871, -1.4665, -1.2870], [-2.1578, 0.3473, 1.1900], [-3.4502, 1.9898, -0.1873], [-4.3846, 0.5593, -0.1048], [-3.4876, 1.0134, -1.6443], [-1.0124, 1.1319, -1.5170], [0.2371, -0.8223, 0.2711], [2.1245, -1.5300, -1.0773], [3.5792, -0.3152, -2.4628], [4.1189, 0.6851, -1.2368], [3.8402, -1.4369, 0.8266], [4.0805, 0.9262, 1.0571], [2.3795, 1.1735, 1.4682], [3.4657, 0.3159, 2.5462], [2.1972, -1.7872, 2.2807], [0.6268, 2.7533, -0.7665]], "forces_ev_per_a": [[-2.0, 0.5, 1.1], [-1.0, -0.5, -0.1], [-0.4, -0.7, 1.5], [1.0, -0.5, -1.8], [-0.2, 1.4, 0.4], [-1.1, 0.9, -0.4], [1.6, 0.4, 0.1], [-0.4, 0.5, -0.7], [0.0, 0.7, 2.4], [-0.1, -0.1, 0.9], [1.7, -1.6, -0.8], [1.7, -1.6, -0.4], [-0.1, 0.1, 0.4], [0.8, -0.6, -1.4], [-0.7, 0.0, 1.0], [0.8, 0.5, -2.3], [1.6, -0.8, -1.5], [0.7, -0.1, 0.3], [0.1, 0.4, -0.1], [0.1, 0.6, -0.3], [0.0, -0.2, 0.3], [-0.4, -0.3, -1.6], [0.2, 0.9, 0.4], [-0.1, -0.3, -0.1], [0.0, -0.4, 1.7], [0.1, 0.1, 0.8], [0.2, -0.7, 0.5], [0.4, -1.4, -0.5], [0.2, 0.3, -0.8], [-0.6, -0.7, -0.4], [-1.2, 1.1, -0.4], [-0.1, 0.4, -0.1], [-1.5, 1.5, 0.0], [-0.2, 0.0, 0.2], [-0.4, 0.1, -0.5], [-0.8, -0.2, 2.1]]}

=====

(4)
{"formula": "C10H20N4NiO7", "method": "wB97M-V/def2-TZVPD", "orbital_gap_ev": [5.315, 5.428], "largest_force_ev_per_a": 6.381, "lumo_ha": [-0.050, -0.044], "s_squared": 2.04, "molar_mass_g_mol": 366.984, "spin_multiplicity": 3, "e_tot_ev": -72020.5267, "elements": ["O", "H", "Ni", "N", "N", "N", "N", "O", "O", "O", "O", "C", "C", "C", "C", "C", "H", "H", "H", "C", "H", "H", "H", "C", "C", "H", "H", "H", "H", "H", "H", "H", "H", "C", "H", "H", "H", "O", "H", "H", "O", "C"], "positions_angstrom": [[-0.1489, 0.3585, -2.7986], [-0.8415, 0.1922, -3.4563], [0.4041, -0.1665, -0.0173], [0.5297, 1.3398, 1.1841], [1.9222, 0.5968, -0.8435], [-0.8163, -1.1054, 1.2870], [0.5157, -1.9091, -0.6836], [-0.1755, 1.6135, 2.2247], [-1.5953, -0.5498, 2.2473], [1.2962, -2.2741, -1.7277], [2.6353, 0.0472, -1.7469], [2.2188, 1.8487, -0.3776], [1.4427, 2.2492, 0.7500], [-1.0844, -2.3800, 0.9265], [-0.3362, -2.8272, -0.2008], [1.4793, 3.5433, 1.4575], [1.6889, 3.3875, 2.5225], [0.5215, 4.0767, 1.3689], [2.2672, 4.1760, 1.0430], [3.2240, 2.6448, -1.1127], [2.9153, 2.7944, -2.1523], [4.1826, 2.1221, -1.1270], [3.3628, 3.6211, -0.6515], [-2.1690, -3.1149, 1.6051], [-0.5656, -4.1218, -0.8899], [-2.7434, -2.4491, 2.2603], [-1.7518, -3.9268, 2.2191], [-2.8463, -3.5823, 0.8741], [0.0075, -4.1676, -1.8188], [-1.6333, -4.2375, -1.1158], [-0.2754, -4.9620, -0.2492], [-1.1603, 0.3655, 2.3884], [1.8784, -1.4454, -1.8738], [-0.8690, 0.6988, -1.5133], [-0.4398, 1.6313, -1.1342], [-0.9673, -0.1783, -0.8214], [-1.9283, 0.9706, -1.6827], [-3.9172, 2.2334, -0.7733], [-4.5316, 1.5964, -0.3511], [-3.5402, 2.7269, -0.0157], [1.0306, -0.7365, 2.9653], [0.8139, -0.7004, 1.8112]], "forces_ev_per_a": [[-1.7, 0.3, 1.9], [0.3, 0.0, 0.2], [1.8, -0.1, 2.2], [2.2, 3.4, -1.5], [1.4, 3.2, 1.1], [-3.2, -2.2, -0.2], [-1.2, -3.2, -0.7], [-1.6, 0.3, 1.1], [-0.6, -0.4, 0.1], [-0.2, 0.2, 0.7], [0.1, -0.6, -0.6], [-0.4, -2.8, -1.8], [-2.5, -1.8, 1.2], [-0.3, 2.6, 0.8], [1.8, 1.3, -1.6], [0.5, 0.6, 0.0], [-0.2, 0.0, -0.1], [0.2, -0.2, 0.1], [-0.1, 0.0, 0.1], [0.4, 0.3, 0.2], [0.0, -0.1, 0.1], [0.0, 0.0, -0.1], [0.1, 0.0, 0.0], [-0.4, -0.7, 0.2], [0.1, -0.5, 0.2], [0.3, -0.2, -0.3], [-0.1, 0.1, -0.1], [0.2, 0.1, 0.2], [-0.1, 0.0, 0.2], [0.2, 0.0, 0.0], [0.0, 0.0, -0.1], [0.3, 0.5, -0.1], [0.0, 0.3, -0.1], [-0.5, 1.0, -3.1], [0.1, -0.4, 0.1], [-1.0, 0.4, -1.1], [0.4, -0.3, -0.1], [-0.2, -0.2, 1.0], [0.5, 0.6, -0.4], [-0.3, -0.4, -0.6], [-0.8, 0.0, -2.9], [4.7, -1.2, 4.1]]}

=====

(5)
{"formula": "C10H20N6O4", "method": "wB97M-V/def2-TZVPD", "orbital_gap_ev": 9.707, "largest_force_ev_per_a": 4.553, "lumo_ha": 0.026, "de_lowest_kj_mol": 457.5, "molar_mass_g_mol": 288.308, "e_tot_ev": -27822.9823, "elements": ["H", "N", "C", "N", "N", "C", "C", "C", "C", "N", "C", "O", "C", "N", "C", "C", "N", "O", "C", "O", "O", "H", "H", "H", "H", "H", "H", "H", "H", "H", "H", "H", "H", "H", "H", "H", "H", "H", "H", "H"], "positions_angstrom": [[-3.0155, -0.6130, -3.0398], [-2.1486, -0.1400, -2.8017], [-2.5818, 0.9273, -2.2992], [-3.9489, 1.2428, -2.1546], [-1.9275, 2.0367, -1.7981], [-2.1750, 2.2899, -0.3785], [-1.2286, 1.7125, 0.7313], [0.3054, 1.7459, 0.4266], [0.8867, 0.5771, -0.3142], [2.2669, 0.2148, -0.1253], [3.0006, -0.7036, 0.6099], [4.0261, -1.2066, 0.1673], [2.4805, -1.1961, 1.9642], [2.4768, -0.2166, 2.9927], [1.0312, -1.9412, 2.1406], [0.2969, -2.8814, 1.1339], [0.7279, -4.2284, 0.9333], [-0.6770, -2.4320, 0.5473], [0.5919, 0.4697, -1.8691], [0.5228, -0.6077, -2.3088], [0.7815, 1.6552, -2.6177], [-4.1150, 2.1797, -2.5236], [-4.6255, 0.6989, -2.6505], [-0.9305, 1.8558, -2.0563], [-2.1514, 3.4114, -0.3851], [-3.1581, 2.1104, -0.0233], [-1.2782, 0.6744, 0.8320], [-1.5244, 2.4621, 1.5164], [0.6570, 2.7253, 0.1781], [0.6189, 1.5393, 1.4740], [0.1575, -0.3234, -0.0451], [2.7618, 0.2907, -0.9658], [3.1735, -2.0951, 2.1150], [3.3821, -0.0812, 3.3968], [1.7552, -0.3438, 3.7596], [1.1155, -2.4771, 3.0323], [0.2306, -1.1279, 2.1566], [1.4665, -4.7632, 1.3547], [0.0643, -4.7304, 0.4198], [0.7078, 1.2890, -3.5257]], "forces_ev_per_a": [[0.4, -0.7, -0.5], [0.2, -0.3, -0.1], [-2.7, 1.1, 0.3], [-1.1, 0.8, -0.6], [2.3, -2.0, -0.5], [1.6, 2.1, 0.3], [0.6, 2.9, -2.8], [-0.2, 0.4, 2.7], [-3.9, -2.3, -0.6], [0.9, 0.0, 0.5], [-1.5, -0.8, -0.2], [-0.6, 1.0, 0.3], [-0.8, -3.7, 0.2], [-1.2, 0.7, 1.5], [-0.8, 2.1, -2.9], [1.3, -0.6, -0.5], [-0.4, 2.8, 0.7], [0.7, -0.9, 0.4], [2.8, 1.8, 2.3], [-0.3, -1.4, -1.8], [-0.3, -2.0, 0.0], [0.3, 0.0, 0.6], [0.0, -1.0, -0.1], [-1.2, 1.3, 0.8], [0.4, -0.7, 0.8], [-1.1, -0.7, -0.5], [-1.6, -1.6, 1.1], [0.7, -1.6, 0.2], [0.5, 0.6, -0.5], [0.6, 0.4, -0.5], [1.7, 1.5, -0.1], [0.9, 0.5, -1.4], [-0.4, 1.3, 0.2], [0.3, 0.1, 0.2], [1.4, 0.0, -1.5], [0.1, -0.5, 1.7], [1.2, -0.9, 0.7], [0.1, 0.6, 0.3], [-0.8, -0.9, -0.9], [0.1, 0.6, 0.2]]}

=====

(6)
{"formula": "C10H20NO", "method": "wB97M-V/def2-TZVPD", "orbital_gap_ev": [8.172, 8.175], "total_charge": 1, "largest_force_ev_per_a": 6.384, "lumo_ha": [-0.130, -0.130], "de_lowest_kj_mol": 530.9, "molar_mass_g_mol": 170.276, "e_tot_ev": -14219.9347, "elements": ["C", "C", "C", "C", "C", "C", "C", "C", "C", "C", "N", "O", "H", "H", "H", "H", "H", "H", "H", "H", "H", "H", "H", "H", "H", "H", "H", "H", "H", "H", "H", "H"], "positions_angstrom": [[0.6099, 0.1546, 3.6762], [-1.3753, 2.4061, -1.1447], [0.0459, 0.7327, 2.6481], [-1.3785, 1.9945, 0.1465], [1.6922, 0.8043, -0.5570], [0.7504, -1.1092, -2.6279], [0.5650, -2.7682, -0.8679], [-1.2340, 0.4158, 1.9988], [0.8809, -0.3317, -0.2058], [-1.2410, 0.5557, 0.4798], [0.4544, -1.2854, -1.1830], [-1.9561, -0.3176, -0.3005], [1.6372, 0.3455, 3.9899], [0.1541, -0.5399, 4.3531], [-1.6238, 3.3510, -1.3865], [-1.4908, 1.6282, -1.9222], [0.6165, 1.5808, 2.1048], [-1.3539, 2.6684, 0.8673], [1.8585, 1.5277, 0.2202], [1.0882, 1.3667, -1.3225], [2.6320, 0.4891, -0.8065], [-0.0209, -0.4263, -3.0097], [1.7001, -0.6868, -2.9101], [0.7704, -2.1056, -3.1048], [-0.0884, -3.3411, -1.4444], [1.5982, -2.9086, -0.8572], [0.1130, -2.9672, 0.0753], [-2.0550, 1.0187, 2.3966], [-1.6525, -0.6373, 2.1241], [1.0128, -0.8575, 0.8156], [-0.5372, -1.0240, -1.2242], [-2.1725, 0.2666, -1.0214]], "forces_ev_per_a": [[1.1, -0.3, 1.1], [-0.7, -4.0, 1.8], [1.4, 1.8, -1.7], [1.2, -3.0, -5.5], [-2.3, 1.6, -0.8], [0.3, 0.1, -1.3], [-0.8, 2.3, 1.6], [-2.4, -2.9, -0.7], [-2.1, -0.4, 5.3], [2.4, 0.7, 0.8], [-1.3, -0.8, -1.3], [0.3, 0.0, 0.7], [-0.3, 0.5, -0.2], [-0.6, -0.6, -0.2], [-0.3, 3.2, -1.0], [0.5, 0.7, 0.0], [-0.8, -1.5, 0.9], [0.1, 2.8, 3.4], [-0.3, 0.0, 0.7], [1.2, -0.2, 0.1], [2.6, -0.4, -1.6], [0.3, -0.5, -0.4], [0.5, 0.3, 0.7], [-0.6, 0.7, 0.1], [-0.3, -0.7, -2.0], [1.5, -1.1, -0.2], [0.2, 0.4, 1.3], [0.0, 0.3, -0.1], [1.0, 1.0, 0.6], [0.1, 0.9, -1.9], [-0.9, -0.8, 0.6], [-1.1, 0.0, -1.0]]}